Formula: C3H8BrClSi
Source: OMol25
Level of theory: the ωB97M-V functional and the def2-TZVPD basis

```
14
Properties=species:S:1:pos:R:3:forces:R:3:mulliken_charge:R:1
C -1.06788 -0.96077 -0.53926 3.86 0.90 -1.12 -1.339
C 1.32054 0.03130 -0.47919 -1.14 0.00 -4.42 -1.509
C 0.10143 -0.43932 0.23465 0.08 0.46 1.60 0.764
Si -0.25296 0.85445 1.59377 0.36 -0.88 -2.71 0.499
Cl 0.89497 -1.75919 1.33953 -0.80 0.27 0.30 -0.189
Br -1.44948 2.68025 -1.72739 0.43 -0.54 1.09 -0.654
H -1.56185 -1.68289 -0.09279 -2.50 -3.29 2.82 0.507
H -1.65899 -0.15315 -0.69739 -2.05 2.38 -1.12 0.322
H -0.74393 -1.42870 -1.43905 0.39 0.08 -1.08 0.345
H 1.26019 0.75542 -1.34984 -1.10 -0.40 1.18 0.276
H 2.00316 0.45899 0.13881 2.29 0.77 1.94 0.542
H 1.69643 -0.83118 -1.01894 0.61 -0.36 0.31 0.386
H -1.59697 1.24776 1.93224 -0.32 0.12 0.65 0.049
H 1.05536 1.22702 2.10484 -0.13 0.48 0.57 0.002
```
Positions in Å, forces in eV/Å.

Summary:
Max |F|: 0.097 hartree/bohr
Highest occupied orbital energy: -8.1 eV
Kohn-Sham gap: 5.3457 eV
Electronic energy: -93679.954 eV
Spin multiplicity: 1

---

Formula: C37H86BrIN14O16
Source: OMol25
Level of theory: the ωB97M-V functional and the def2-TZVPD basis

```
155
Properties=species:S:1:pos:R:3:forces:R:3:mulliken_charge:R:1
C 1.88142 1.56675 2.24246 -0.13 -0.01 0.11 -1.082
C 1.33644 2.88647 1.69486 0.20 -0.33 0.23 -0.027
C -0.18297 2.86913 1.77430 0.07 0.27 0.50 -0.468
Br -0.84303 4.76432 1.78239 -0.09 -0.01 -0.12 -0.202
N -0.91052 2.01390 0.90631 0.64 -0.51 -0.76 0.992
C -1.57103 0.93071 1.52246 -1.81 0.86 0.56 -0.395
O -2.52396 1.14631 2.26351 1.24 -0.61 -0.18 -0.691
O -1.13503 -0.29101 1.19949 0.36 0.87 0.34 0.463
C -1.19009 -1.25407 2.27749 0.24 -0.80 0.12 -0.943
C 0.17200 -1.95051 2.42942 -0.81 0.07 0.03 -0.500
C -0.01382 -3.46734 2.59204 0.60 0.41 0.05 -0.267
C 1.17875 -4.25454 2.06935 -0.18 -0.33 0.06 -1.092
O 1.59752 -3.79000 0.79447 0.13 -0.22 0.13 -0.296
C -0.77322 1.95973 -0.52613 -0.47 -0.26 -0.18 -0.914
I 0.99225 0.89519 -1.31177 0.02 0.12 0.07 0.040
C -1.03105 3.25837 -1.29874 0.49 -0.06 -0.37 -0.663
C 0.16499 4.13164 -1.69793 -0.26 0.58 0.20 -0.984
H 2.96691 1.57553 2.30211 0.10 0.02 -0.12 0.409
H 1.51348 1.42247 3.26100 0.00 -0.05 0.08 0.378
H 1.57906 0.70657 1.65091 0.02 -0.05 -0.11 -0.131
H 1.67989 3.66913 2.36813 -0.04 0.23 -0.10 0.474
H 1.72646 3.09577 0.70415 -0.13 0.06 -0.14 -0.091
H -0.41482 2.56738 2.79035 -0.26 0.03 0.03 0.485
H -1.44975 -0.77160 3.21315 -0.27 0.29 -0.11 0.601
H -1.94426 -1.99992 2.03613 -0.24 0.12 -0.10 0.321
H 0.77300 -1.69196 1.56169 0.20 -0.17 -0.02 0.363
H 0.63439 -1.56055 3.33324 0.40 0.14 -0.14 0.459
H -0.94802 -3.79675 2.14532 -0.03 -0.08 -0.15 0.350
H -0.08051 -3.66363 3.66197 -0.29 -0.30 0.02 0.208
H 1.98049 -4.21147 2.80836 0.22 0.18 -0.14 0.455
H 0.91169 -5.31034 1.97403 -0.10 -0.07 0.09 0.280
H 2.54167 -3.62205 0.87094 0.14 0.45 -0.04 0.093
H -1.55667 1.28854 -0.86511 0.06 -0.24 0.12 0.861
H -1.76905 3.83810 -0.75025 0.00 -0.03 0.22 0.350
H -1.53663 2.95112 -2.21183 -0.04 -0.13 -0.05 0.511
H 0.32351 4.15082 -2.77167 0.01 -0.19 -0.09 0.419
H 1.10818 3.85765 -1.23551 0.00 -0.13 0.12 0.288
H -0.04584 5.16304 -1.42041 0.10 0.09 0.03 -0.072
O 4.18575 -2.02283 1.14758 -0.14 -0.28 -0.09 -0.641
C 4.90528 -1.98706 0.16086 0.07 0.04 -0.01 0.785
N 4.62414 -2.71030 -0.95635 -0.11 -0.06 0.11 -0.314
C 6.15114 -1.14302 0.10870 -0.18 -0.21 -0.23 -0.908
H 5.20216 -2.69238 -1.77488 0.05 0.06 0.02 0.183
H 3.79499 -3.28008 -0.96220 -0.02 0.02 -0.08 0.166
H 6.82004 -1.45034 0.90913 -0.04 0.08 0.08 0.226
H 5.88167 -0.10182 0.25361 0.05 0.02 0.10 0.246
H 6.67496 -1.23528 -0.84108 0.03 0.06 0.01 0.294
O -2.87681 -4.03402 3.70014 -0.16 -0.02 -0.02 -0.592
C -3.07821 -3.47085 4.76497 -0.05 -0.03 0.08 0.784
N -3.39267 -2.15225 4.82358 -0.01 -0.02 -0.12 -0.238
C -2.99428 -4.19357 6.08591 -0.03 0.19 0.08 -0.988
H -3.56303 -1.66740 5.68493 0.01 -0.04 0.04 0.171
H -3.45731 -1.64273 3.95853 0.00 0.04 0.00 0.035
H -1.99323 -4.60567 6.20026 -0.03 -0.09 -0.04 0.248
H -3.71328 -5.01083 6.08817 0.07 -0.07 -0.03 0.225
H -3.20337 -3.53898 6.93069 0.00 -0.02 0.01 0.401
O 0.32076 7.32220 -3.35472 0.03 0.02 -0.05 -0.602
C -0.54607 8.05564 -2.92550 -0.02 -0.04 -0.02 0.700
N -0.68620 8.28381 -1.59036 0.10 -0.02 0.11 -0.338
C -1.53195 8.76284 -3.82512 -0.09 0.09 0.17 -0.917
H -1.39559 8.87491 -1.20199 -0.05 0.01 -0.07 0.173
H -0.04354 7.81975 -0.97123 -0.02 -0.02 0.03 0.195
H -2.08638 8.01799 -4.39248 0.06 -0.01 -0.06 0.244
H -0.98326 9.39921 -4.51662 0.01 -0.06 -0.06 0.253
H -2.23850 9.37691 -3.26745 -0.01 0.00 -0.03 0.328
O 7.98639 1.12198 0.13161 0.12 0.20 0.00 -0.548
C 9.14712 1.40482 0.36848 0.04 -0.05 0.01 0.696
N 9.79435 0.88702 1.44572 -0.09 -0.02 0.05 -0.360
C 9.94877 2.34286 -0.50079 0.16 -0.04 0.13 -1.039
H 10.74746 1.10232 1.66851 0.01 0.05 -0.04 0.169
H 9.28506 0.25830 2.04418 0.02 -0.01 0.01 0.222
H 9.45224 3.31102 -0.52615 -0.05 -0.02 -0.07 0.241
H 9.98859 1.93903 -1.51054 -0.08 0.04 -0.03 0.268
H 10.96605 2.47982 -0.13659 0.00 0.02 -0.02 0.374
O -4.66629 1.93784 -2.54877 0.04 -0.01 -0.01 -0.675
C -4.97526 0.99405 -1.84581 0.03 0.02 -0.09 0.727
N -4.96090 1.10822 -0.48471 0.14 0.12 0.08 -0.261
C -5.38553 -0.35056 -2.39215 0.33 0.36 0.17 -0.681
H -5.20057 0.36124 0.13766 -0.04 -0.07 -0.06 0.128
H -4.68643 1.99528 -0.09713 -0.02 0.00 0.05 0.164
H -4.56452 -0.74180 -2.99243 -0.05 0.04 -0.09 0.203
H -6.26184 -0.22942 -3.02254 0.01 -0.03 -0.05 0.277
H -5.61739 -1.05841 -1.61032 -0.06 -0.10 0.05 0.135
O 6.38709 2.64222 4.70279 -0.02 0.03 0.00 -0.659
C 6.08591 3.28787 3.71550 -0.04 -0.01 -0.09 0.660
N 6.73209 3.11416 2.52950 0.18 -0.06 0.07 -0.262
C 4.98859 4.32358 3.70512 0.19 -0.35 -0.14 -0.786
H 6.50623 3.63000 1.70116 -0.09 -0.01 -0.01 0.171
H 7.46691 2.42927 2.48685 -0.05 -0.06 -0.08 0.111
H 5.21464 5.09425 4.43203 -0.06 0.01 0.07 0.344
H 4.05060 3.84237 3.97895 0.00 0.04 0.10 0.210
H 4.87226 4.79029 2.73018 -0.03 0.07 0.02 0.223
O -0.61759 -1.72466 -3.06908 0.03 -0.02 -0.22 -0.676
C -0.87454 -2.65667 -2.32357 0.02 -0.08 0.10 0.752
N -0.82776 -2.52162 -0.97974 -0.21 0.19 -0.02 0.383
C -1.25438 -4.02137 -2.84569 -0.02 -0.07 0.18 -1.078
H -1.02011 -3.27644 -0.34892 0.12 -0.09 -0.06 -0.031
H -0.56494 -1.62347 -0.60315 0.08 -0.02 0.00 -0.472
H -0.44240 -4.39981 -3.46508 -0.03 0.04 -0.08 0.280
H -2.15088 -3.92764 -3.45627 0.05 0.02 -0.08 0.296
H -1.44643 -4.73336 -2.04347 0.00 -0.02 -0.02 0.343
O 3.92774 6.94039 3.74254 -0.15 0.24 -0.01 -0.607
C 3.35947 7.87512 3.21012 0.03 -0.01 0.01 0.567
N 4.04559 8.95078 2.74032 0.08 -0.01 0.02 -0.391
C 1.86322 7.90608 3.02171 0.00 0.18 -0.14 -0.630
H 3.60336 9.73143 2.29466 -0.07 -0.02 0.00 0.180
H 5.04492 8.95396 2.85075 0.01 0.01 0.00 0.231
H 1.37915 7.84614 3.99444 0.01 -0.10 0.00 0.257
H 1.57066 7.04189 2.42650 -0.04 -0.05 0.09 0.032
H 1.52712 8.81206 2.51749 -0.03 -0.01 0.01 0.332
O 2.80197 -3.45826 -6.59079 -0.04 0.05 -0.07 -0.695
C 1.95234 -2.72057 -6.11332 0.06 -0.01 0.06 0.760
N 1.86643 -2.51094 -4.77829 0.03 0.07 0.10 -0.195
C 0.93751 -1.99078 -6.95938 -0.08 0.04 0.22 -0.792
H 1.17667 -1.91148 -4.35291 -0.17 -0.09 0.01 0.090
H 2.52837 -2.98539 -4.18973 0.02 0.00 -0.01 0.103
H 0.34964 -2.71820 -7.51754 0.05 0.05 -0.12 0.216
H 1.46105 -1.34411 -7.66169 -0.02 -0.07 -0.08 0.292
H 0.26393 -1.38412 -6.35568 -0.01 0.00 -0.02 0.276
O -7.08599 -2.65281 -2.12528 -0.20 -0.30 0.09 -0.581
C -7.42280 -3.61941 -1.46861 -0.03 0.01 -0.06 0.622
N -7.48216 -3.57266 -0.10884 0.06 0.06 0.02 -0.336
C -7.80055 -4.93735 -2.10004 -0.02 -0.08 0.19 -0.919
H -7.75765 -4.35397 0.45454 -0.02 -0.04 -0.05 0.185
H -7.24434 -2.70715 0.34283 -0.04 0.02 0.02 0.198
H -6.95529 -5.30554 -2.67820 -0.03 0.04 -0.08 0.244
H -8.64394 -4.77708 -2.76860 0.05 0.02 -0.07 0.263
H -8.07548 -5.68969 -1.36153 0.00 -0.02 -0.02 0.319
O -0.06294 -3.10374 -10.37937 -0.01 0.00 0.05 -0.617
C 1.00645 -3.58406 -10.70437 -0.02 -0.04 0.00 0.585
N 1.45066 -3.51535 -11.99106 -0.07 0.05 -0.07 -0.380
C 1.91392 -4.28162 -9.72340 0.12 0.04 -0.30 -0.583
H 2.32613 -3.89999 -12.28872 0.03 -0.03 0.07 0.188
H 0.86506 -3.05342 -12.66489 0.00 0.01 -0.01 0.229
H 1.38182 -5.12506 -9.28782 -0.02 0.06 0.10 0.232
H 2.18420 -3.58409 -8.93388 -0.01 -0.13 0.13 0.000
H 2.82701 -4.64683 -10.19331 0.01 -0.02 0.03 0.313
O -7.26298 1.97549 4.70213 -0.01 0.03 0.02 -0.655
C -6.16179 1.94464 4.19281 -0.02 0.01 0.00 0.574
N -5.55962 0.76222 3.87297 0.18 -0.17 -0.05 -0.264
C -5.36973 3.18936 3.87085 0.19 -0.14 -0.10 -0.517
H -4.64831 0.71267 3.44846 0.01 0.15 -0.04 0.206
H -6.06185 -0.08571 4.07229 -0.03 0.01 0.00 0.174
H -5.20390 3.74792 4.79011 -0.08 0.05 -0.01 0.267
H -5.94681 3.80405 3.18243 -0.05 0.05 0.07 0.251
H -4.40464 2.96263 3.41703 0.00 0.02 0.00 0.006
O -2.92312 -9.28296 4.75317 -0.07 -0.03 0.03 -0.633
C -3.41930 -8.27656 4.28548 0.10 0.02 -0.03 0.646
N -2.66296 -7.23275 3.85810 0.00 0.02 -0.05 -0.225
C -4.91467 -8.10348 4.14350 0.01 0.20 -0.07 -0.850
H -3.04406 -6.38387 3.47589 0.03 0.08 0.11 0.113
H -1.66456 -7.31691 3.94129 0.01 0.00 0.00 0.160
H -5.37368 -8.18205 5.12741 -0.01 -0.10 -0.01 0.240
H -5.30235 -8.89737 3.50812 -0.01 -0.06 0.07 0.299
H -5.18053 -7.14088 3.70621 -0.02 -0.01 0.00 0.260
```
Positions in Å, forces in eV/Å.

Summary:
Max |F|: 0.040 hartree/bohr
Highest occupied orbital energy: -8.9 eV
Kohn-Sham gap: 8.7290 eV
Electronic energy: -171536.989 eV
Spin multiplicity: 1